# H26O13

A cluster of 13 separate species, H26O13 in total at a distorted geometry (ωB97M-V/def2-TZVPD, the OMol25 dataset).

Last column: Mulliken charge in e.
Atoms and positions in Å:
O (-2.87, 0.49, 1.53)  -0.70
H (-2.69, -0.42, 1.28)  0.29
H (-2.54, 1.01, 0.79)  0.37
O (2.08, 1.42, -2.07)  -0.55
H (2.87, 1.96, -1.98)  0.28
H (2.34, 0.72, -2.66)  0.26
O (0.66, -1.15, -3.90)  -0.60
H (0.15, -1.70, -4.49)  0.26
H (0.41, -1.45, -3.02)  0.36
O (0.02, 3.52, -0.84)  -0.68
H (0.03, 2.64, -1.21)  0.29
H (-0.28, 3.39, 0.06)  0.32
O (1.86, 1.44, 2.71)  -0.72
H (1.00, 1.09, 2.49)  0.37
H (1.68, 2.24, 3.22)  0.29
O (-0.45, -0.44, 3.18)  -0.66
H (-0.89, -0.91, 2.47)  0.35
H (0.26, -1.02, 3.46)  0.31
O (-0.99, 2.41, 2.05)  -0.53
H (-1.29, 1.52, 2.25)  0.34
H (-1.32, 2.94, 2.77)  0.24
O (0.21, -2.59, -1.71)  -0.58
H (0.61, -2.59, -0.85)  0.32
H (-0.43, -3.31, -1.68)  0.28
O (-2.18, 0.40, -2.75)  -0.55
H (-2.38, -0.54, -2.80)  0.27
H (-2.93, 0.83, -3.17)  0.27
O (-0.37, 0.04, 0.09)  -0.11
H (-0.95, -0.69, 0.30)  0.19
H (-0.23, -0.04, -0.86)  0.12
O (2.84, 0.54, 0.50)  -0.76
H (2.14, 0.74, -0.13)  0.28
H (2.53, 0.90, 1.33)  0.55
O (-1.55, -2.24, 0.93)  -0.60
H (-2.38, -2.56, 0.57)  0.29
H (-0.92, -2.94, 0.75)  0.22
O (1.76, -2.18, 0.58)  -0.76
H (2.55, -2.24, 0.04)  0.32
H (1.67, -1.25, 0.78)  0.35

Output
Orbital gap in eV: 9.68
Total charge: 0
M in g mol⁻¹: 234.195
Max |F| in eV Å⁻¹: 1.27
HOMO energy in eV: -10.28
ΔE to the lowest compared entry with this formula, charge and spin in eV: 1.5315

# H26O13

A cluster of 13 separate species, H26O13 in total at a distorted geometry (ωB97M-V/def2-TZVPD, the OMol25 dataset).

Last column: Mulliken charge in e.
Atoms and positions in Å:
H (-0.35, 1.00, 0.06)  0.30
H (0.68, -0.05, 0.33)  0.28
H (-3.10, -0.84, -2.79)  0.28
H (-4.34, -1.37, -2.01)  0.35
H (-4.99, 0.07, -0.36)  0.32
H (-3.52, 0.23, -0.29)  0.29
H (-3.22, 2.32, 2.55)  0.30
H (-3.42, 0.87, 2.27)  0.31
H (5.43, -1.66, 1.63)  0.29
H (4.36, -2.37, 0.87)  0.30
H (1.14, 1.54, 4.35)  0.30
H (0.92, 1.95, 2.85)  0.32
H (4.08, 1.80, 2.27)  0.30
H (3.27, 0.98, 3.27)  0.29
H (-2.49, 1.80, -1.95)  0.27
H (-1.20, 2.05, -1.61)  0.24
H (2.35, 3.00, -2.81)  0.32
H (0.83, 2.44, -2.45)  0.33
H (-2.04, 1.50, -4.87)  0.28
H (-1.89, 1.10, -3.45)  0.27
H (3.58, -1.57, 3.39)  0.31
H (3.48, -3.11, 3.21)  0.31
H (-1.32, -3.71, 1.82)  0.32
H (-0.05, -3.64, 2.65)  0.32
H (0.88, -2.31, -3.73)  0.32
H (1.26, -2.66, -5.13)  0.32
O (0.31, 0.56, -0.32)  -0.58
O (-3.43, -1.53, -2.10)  -0.62
O (-4.14, -0.43, -0.60)  -0.62
O (-2.84, 1.57, 2.05)  -0.59
O (4.50, -1.57, 1.45)  -0.58
O (0.78, 2.19, 3.77)  -0.61
O (3.77, 0.90, 2.46)  -0.59
O (-1.98, 2.58, -1.64)  -0.55
O (1.35, 3.21, -2.79)  -0.64
O (-1.76, 1.88, -3.99)  -0.54
O (2.95, -2.29, 3.30)  -0.62
O (-0.99, -3.33, 2.61)  -0.64
O (1.14, -3.10, -4.29)  -0.64

Output
Orbital gap in eV: 9.71
Total charge: 0
M in g mol⁻¹: 234.195
Max |F| in eV Å⁻¹: 7.01
HOMO energy in eV: -9.80
ΔE to the lowest compared entry with this formula, charge and spin in eV: 6.4228

What did the second record say?
# H26O13

A cluster of 13 separate species, H26O13 in total at a distorted geometry (ωB97M-V/def2-TZVPD, the OMol25 dataset).

Last column: Mulliken charge in e.
Atoms and positions in Å:
H (-0.35, 1.00, 0.06)  0.30
H (0.68, -0.05, 0.33)  0.28
H (-3.10, -0.84, -2.79)  0.28
H (-4.34, -1.37, -2.01)  0.35
H (-4.99, 0.07, -0.36)  0.32
H (-3.52, 0.23, -0.29)  0.29
H (-3.22, 2.32, 2.55)  0.30
H (-3.42, 0.87, 2.27)  0.31
H (5.43, -1.66, 1.63)  0.29
H (4.36, -2.37, 0.87)  0.30
H (1.14, 1.54, 4.35)  0.30
H (0.92, 1.95, 2.85)  0.32
H (4.08, 1.80, 2.27)  0.30
H (3.27, 0.98, 3.27)  0.29
H (-2.49, 1.80, -1.95)  0.27
H (-1.20, 2.05, -1.61)  0.24
H (2.35, 3.00, -2.81)  0.32
H (0.83, 2.44, -2.45)  0.33
H (-2.04, 1.50, -4.87)  0.28
H (-1.89, 1.10, -3.45)  0.27
H (3.58, -1.57, 3.39)  0.31
H (3.48, -3.11, 3.21)  0.31
H (-1.32, -3.71, 1.82)  0.32
H (-0.05, -3.64, 2.65)  0.32
H (0.88, -2.31, -3.73)  0.32
H (1.26, -2.66, -5.13)  0.32
O (0.31, 0.56, -0.32)  -0.58
O (-3.43, -1.53, -2.10)  -0.62
O (-4.14, -0.43, -0.60)  -0.62
O (-2.84, 1.57, 2.05)  -0.59
O (4.50, -1.57, 1.45)  -0.58
O (0.78, 2.19, 3.77)  -0.61
O (3.77, 0.90, 2.46)  -0.59
O (-1.98, 2.58, -1.64)  -0.55
O (1.35, 3.21, -2.79)  -0.64
O (-1.76, 1.88, -3.99)  -0.54
O (2.95, -2.29, 3.30)  -0.62
O (-0.99, -3.33, 2.61)  -0.64
O (1.14, -3.10, -4.29)  -0.64

Output
Orbital gap in eV: 9.71
Total charge: 0
M in g mol⁻¹: 234.195
Max |F| in eV Å⁻¹: 7.01
HOMO energy in eV: -9.80
ΔE to the lowest compared entry with this formula, charge and spin in eV: 6.4228